{
  "formula": "C26H36F30Li3N7O20S10",
  "method": "wB97M-V/def2-TZVPD",
  "elements": ["Li", "Li", "Li", "C", "C", "C", "N", "C", "C", "C", "C", "C", "H", "H", "H", "H", "H", "H", "H", "H", "H", "H", "H", "H", "H", "H", "H", "H", "H", "H", "C", "C", "C", "N", "C", "C", "C", "C", "C", "H", "H", "H", "H", "H", "H", "H", "H", "H", "H", "H", "H", "H", "H", "H", "H", "H", "H", "C", "F", "F", "F", "S", "O", "O", "N", "S", "O", "O", "C", "F", "F", "F", "C", "F", "F", "F", "S", "O", "O", "N", "S", "O", "O", "C", "F", "F", "F", "C", "F", "F", "F", "S", "O", "O", "N", "S", "O", "O", "C", "F", "F", "F", "C", "F", "F", "F", "S", "O", "O", "N", "S", "O", "O", "C", "F", "F", "F", "C", "F", "F", "F", "S", "O", "O", "N", "S", "O", "O", "C", "F", "F", "F"],
  "positions_angstrom": [[14.541, 9.769, -18.947], [16.794, 13.090, -24.131], [21.445, 13.153, -17.398], [26.149, 9.033, -31.918], [25.682, 8.354, -30.589], [24.593, 7.315, -30.839], [23.781, 6.888, -29.528], [24.721, 6.091, -28.536], [22.644, 5.934, -29.970], [21.467, 6.090, -28.874], [21.895, 7.362, -28.002], [22.966, 8.035, -28.904], [26.871, 9.840, -31.798], [25.301, 9.583, -32.325], [26.357, 8.360, -32.750], [25.383, 9.127, -29.881], [26.415, 7.883, -29.934], [24.967, 6.397, -31.293], [23.809, 7.736, -31.469], [25.430, 6.812, -28.128], [25.167, 5.282, -29.114], [24.176, 5.686, -27.684], [22.931, 4.889, -29.847], [22.378, 6.085, -31.016], [21.488, 5.246, -28.186], [20.446, 6.101, -29.258], [22.437, 7.149, -27.080], [21.077, 8.071, -27.875], [23.636, 8.604, -28.259], [22.606, 8.632, -29.742], [17.370, 10.083, -9.428], [16.381, 8.852, -9.364], [14.896, 9.258, -9.500], [13.848, 8.129, -9.390], [13.822, 7.719, -7.922], [14.029, 6.931, -10.324], [12.671, 6.347, -10.348], [11.644, 7.419, -10.086], [12.410, 8.682, -9.791], [17.531, 10.473, -8.423], [16.979, 10.983, -9.903], [18.326, 9.697, -9.780], [16.512, 8.301, -8.433], [16.770, 8.120, -10.071], [14.830, 9.686, -10.500], [14.512, 9.982, -8.782], [12.998, 7.102, -7.564], [13.829, 8.548, -7.215], [14.712, 7.101, -7.798], [14.781, 6.273, -9.889], [14.445, 7.341, -11.244], [12.694, 5.655, -9.506], [12.462, 5.859, -11.300], [10.927, 7.294, -9.275], [11.127, 7.677, -11.010], [11.858, 9.224, -9.023], [12.486, 9.319, -10.672], [12.121, 11.571, -26.762], [13.271, 11.842, -27.226], [11.340, 12.536, -27.185], [11.708, 10.367, -27.134], [12.204, 11.574, -24.757], [13.586, 11.775, -24.361], [11.375, 12.744, -24.419], [11.351, 10.092, -24.321], [12.524, 9.275, -23.708], [13.630, 9.003, -24.672], [12.906, 9.612, -22.364], [11.632, 7.543, -23.410], [11.365, 7.376, -22.054], [10.307, 7.548, -23.986], [12.261, 6.521, -23.985], [23.292, 13.973, -21.027], [23.135, 12.781, -20.320], [24.361, 14.666, -20.679], [23.381, 13.678, -22.392], [21.787, 15.219, -20.890], [22.082, 16.427, -21.688], [20.697, 14.445, -21.527], [21.687, 15.411, -19.214], [21.871, 16.959, -19.107], [23.220, 17.532, -19.404], [20.657, 17.698, -19.528], [21.695, 17.141, -17.293], [20.448, 16.784, -17.013], [22.558, 16.350, -16.606], [21.867, 18.380, -17.011], [24.449, 4.959, -19.792], [25.273, 4.391, -19.026], [24.494, 4.389, -20.977], [23.232, 4.831, -19.253], [24.980, 6.850, -20.189], [24.116, 7.260, -21.253], [24.876, 7.620, -18.983], [26.729, 6.835, -20.416], [26.851, 7.619, -21.790], [26.389, 6.844, -22.950], [26.599, 9.081, -21.714], [28.757, 7.490, -21.980], [29.072, 7.861, -23.209], [29.492, 8.158, -21.107], [29.184, 6.194, -21.876], [18.557, 7.295, -21.363], [17.409, 7.016, -21.960], [18.592, 6.464, -20.308], [19.682, 7.227, -22.113], [18.387, 9.057, -20.555], [19.713, 9.526, -20.330], [17.655, 9.850, -21.578], [17.389, 8.971, -19.076], [18.517, 9.058, -17.984], [19.304, 7.852, -17.766], [19.219, 10.369, -17.990], [17.330, 9.270, -16.393], [17.933, 9.505, -15.215], [16.638, 10.383, -16.527], [16.552, 8.244, -16.258], [11.270, 10.500, -17.198], [11.105, 10.709, -15.924], [12.267, 9.670, -17.324], [10.124, 9.901, -17.618], [11.514, 12.256, -18.072], [10.935, 12.122, -19.371], [10.926, 13.100, -17.021], [13.273, 12.270, -18.052], [13.648, 13.741, -18.555], [14.355, 13.684, -19.839], [12.564, 14.744, -18.610], [14.888, 14.487, -17.322], [15.089, 15.734, -17.617], [14.378, 14.394, -16.043], [15.991, 13.791, -17.488]],
  "spin_multiplicity": 1,
  "fmax_ha_per_bohr": 0.1119,
  "lumo_energy_ev": -1.74,
  "relative_energy_kj_mol": 0.00
}


{
  "formula": "C18H21N3O2",
  "method": "wB97M-V/def2-TZVPD",
  "elements": ["C", "C", "H", "H", "O", "C", "C", "C", "C", "C", "C", "N", "C", "H", "C", "N", "C", "O", "C", "C", "C", "N", "C", "C", "H", "H", "H", "H", "C", "H", "C", "H", "H", "H", "H", "H", "H", "H", "H", "H", "H", "H", "H", "H"],
  "positions_angstrom": [[2.564, 0.395, 4.422], [1.679, -0.773, 3.994], [2.122, -1.729, 4.298], [0.698, -0.686, 4.470], [1.391, -0.767, 2.613], [2.361, -1.118, 1.707], [3.573, -1.694, 2.046], [4.468, -2.108, 1.070], [4.150, -1.946, -0.261], [2.952, -1.351, -0.617], [2.042, -0.913, 0.343], [0.827, -0.350, -0.013], [0.293, 0.794, 0.706], [-0.499, 0.472, 1.394], [-0.267, 1.826, -0.266], [-1.331, 1.234, -1.054], [-2.389, 1.987, -1.417], [-2.480, 3.171, -1.149], [-3.468, 1.272, -2.176], [-4.322, 0.377, -1.541], [-5.343, -0.196, -2.283], [-5.545, 0.059, -3.564], [-4.740, 0.919, -4.161], [-3.692, 1.559, -3.518], [-3.064, 2.265, -4.038], [-4.948, 1.105, -5.207], [-6.034, -0.896, -1.832], [-4.201, 0.145, -0.494], [-1.168, -0.169, -1.372], [-1.587, -0.376, -2.361], [0.316, -0.525, -1.351], [0.436, -1.574, -1.636], [0.841, 0.096, -2.096], [-1.692, -0.795, -0.637], [0.528, 2.199, -0.923], [-0.688, 2.678, 0.272], [1.084, 1.259, 1.296], [2.731, -1.214, -1.663], [4.834, -2.270, -1.031], [5.402, -2.561, 1.363], [3.831, -1.855, 3.081], [2.725, 0.359, 5.496], [3.527, 0.355, 3.918], [2.083, 1.337, 4.169]],
  "spin_multiplicity": 1,
  "fmax_ha_per_bohr": 0.0104,
  "lumo_energy_ev": 0.57,
  "relative_energy_kj_mol": 209.00,
  "smiles": "CCOc1ccccc1N1CCN(C(=O)c2ccncc2)CC1"
}


{
  "formula": "C36H32BiNO3P2",
  "method": "wB97M-V/def2-TZVPD",
  "elements": ["C", "C", "C", "C", "C", "C", "P", "C", "C", "C", "C", "C", "C", "Bi", "P", "C", "C", "C", "C", "C", "C", "C", "C", "C", "C", "C", "C", "C", "C", "C", "C", "C", "C", "C", "C", "C", "C", "C", "C", "H", "H", "H", "H", "H", "H", "H", "H", "H", "H", "H", "H", "H", "H", "H", "H", "H", "H", "H", "H", "H", "H", "H", "H", "H", "H", "H", "H", "H", "H", "H", "H", "O", "N", "O", "O"],
  "positions_angstrom": [[1.821, 1.670, 0.014], [2.071, 0.533, 0.804], [3.141, -0.326, 0.492], [3.973, -0.028, -0.584], [3.780, 1.149, -1.311], [2.733, 2.008, -0.982], [0.886, 0.102, 2.113], [1.862, -0.765, 3.377], [1.770, -2.162, 3.526], [2.630, -2.817, 4.405], [3.558, -2.096, 5.166], [3.612, -0.705, 5.057], [2.766, -0.043, 4.166], [-0.790, -1.449, 0.853], [-1.337, -0.784, -1.598], [0.114, -1.432, -2.480], [0.804, -0.611, -3.378], [2.069, -0.970, -3.841], [2.595, -2.222, -3.504], [1.855, -3.093, -2.696], [0.626, -2.707, -2.171], [-2.764, -1.833, -2.041], [-3.973, -1.602, -1.360], [-5.069, -2.405, -1.605], [-5.000, -3.412, -2.568], [-3.800, -3.649, -3.242], [-2.685, -2.865, -2.986], [-1.742, 0.929, -2.000], [-1.874, 1.903, -0.990], [-2.120, 3.227, -1.340], [-2.249, 3.595, -2.683], [-2.168, 2.625, -3.680], [-1.934, 1.292, -3.344], [0.345, 1.670, 2.823], [1.188, 2.790, 2.889], [0.719, 3.986, 3.440], [-0.592, 4.081, 3.910], [-1.428, 2.964, 3.849], [-0.968, 1.759, 3.330], [-4.032, -0.799, -0.630], [-6.001, -2.224, -1.063], [-5.885, -4.003, -2.807], [-3.751, -4.432, -4.004], [-1.763, -3.025, -3.540], [0.314, 0.297, -3.701], [2.652, -0.290, -4.466], [3.574, -2.516, -3.894], [2.231, -4.093, -2.489], [0.066, -3.375, -1.513], [-1.794, 1.595, 0.054], [-2.216, 3.970, -0.550], [-2.419, 4.639, -2.945], [-2.288, 2.905, -4.728], [-1.894, 0.535, -4.127], [2.201, 2.730, 2.496], [1.397, 4.838, 3.495], [-0.946, 5.026, 4.316], [-2.453, 3.031, 4.222], [-1.624, 0.892, 3.262], [1.038, -2.728, 2.939], [2.577, -3.901, 4.491], [4.240, -2.615, 5.841], [4.317, -0.126, 5.654], [2.817, 1.042, 4.068], [3.313, -1.220, 1.096], [4.793, -0.701, -0.843], [4.432, 1.408, -2.149], [2.629, 2.936, -1.547], [0.928, 2.277, 0.197], [1.932, 1.390, -3.367], [1.353, 1.716, -2.987], [-3.547, -0.681, 3.607], [-3.664, -0.938, 2.441], [-4.499, -1.519, 1.803], [-2.452, -0.348, 1.535]],
  "spin_multiplicity": 1,
  "fmax_ha_per_bohr": 0.0437,
  "total_charge": 2,
  "lumo_energy_ev": -7.04
}


HOMO energy values, unit eV, following the record order: -7.542 -7.664 -14.499.